This record from the OMol25 dataset describes C5H9N3O in the gas phase in a non-equilibrium geometry. The level of theory is ωB97M-V/def2-TZVPD.

Structure (XYZ):
```
18
Properties=species:S:1:pos:R:3:mulliken_charge:R:1
C -1.856 0.838 -1.778 -1.0543
C -0.882 0.564 -0.675 0.4923
C 1.303 0.087 0.981 0.4735
N 2.575 -0.131 1.522 -0.5076
C 0.814 1.323 0.698 -0.4340
C 0.495 -1.110 0.688 -0.5908
O -1.244 -1.727 -1.102 -0.4279
N -0.752 -0.718 -0.248 0.0622
N -0.236 1.559 -0.145 -0.5717
H -1.982 -2.140 -0.626 0.3428
H 2.608 -0.783 2.293 0.2132
H 3.099 0.709 1.689 0.2160
H 1.318 2.218 1.041 0.3381
H -2.860 0.559 -1.453 0.2647
H -1.613 0.254 -2.664 0.2844
H -1.828 1.897 -2.028 0.3149
H -0.033 -1.477 1.571 0.2876
H 1.072 -1.922 0.236 0.2966
```

Computed properties:
LUMO energy ... 0.66 eV
SMILES ... CC1=NC=C(N)CN1O
E_tot ... -11846.2781 eV
Gap between HOMO and LUMO ... 7.78 eV
Relative energy (zero: lowest compared OMol25 entry of this formula, charge and spin) ... 72.2 kcal/mol